Model a:
A 2-piece molecular cluster, C4H8N2 overall, computed with the ωB97M-V functional and the def2-TZVPD basis.

Calculated values
LUMO energy: -12.283 eV
2S+1: 1
Kohn-Sham gap: 6.84 eV
Total charge: +2

The geometry in XYZ format:
```
14
C4H8N2, DFT the ωB97M-V functional and the def2-TZVPD basis
C 0.9235 1.9135 -0.4187
C 0.4261 0.3287 -0.5241
C -1.0090 -2.5610 -1.3198
C 0.5663 1.2651 1.9221
N 1.1490 1.0722 -1.4617
N 0.7951 0.9383 0.6017
H 0.5655 3.0425 -0.5027
H -0.7702 -3.6677 -1.0291
H -0.5577 -2.1843 -2.3825
H -1.5023 -1.9055 -0.5591
H -0.2498 0.5623 2.2786
H 0.3468 2.2487 2.1361
H 1.4598 0.9585 2.6675
H 0.9952 1.0659 -2.4732
```

---

Model b:
An isolated ion of composition C4H8N2 and charge +2, computed with the ωB97M-V functional and the def2-TZVPD basis.

Calculated values
LUMO energy: -12.348 eV
2S+1: 1
Kohn-Sham gap: 7.45 eV
Total charge: +2

The geometry in XYZ format:
```
14
C4H8N2, DFT the ωB97M-V functional and the def2-TZVPD basis
C -0.3207 0.4966 -0.0140
C -1.7650 -1.4504 -0.0067
C 1.1038 0.6756 0.1870
C 1.8551 -0.4415 -0.0667
N -0.8448 -0.6519 -0.1514
N -1.0704 1.5916 -0.0091
H -1.9890 -2.0124 0.9565
H -2.3933 -1.8027 -0.9633
H 1.5649 1.5945 0.4329
H 1.5189 -1.3704 -0.5081
H 2.4404 -0.4848 0.9500
H 2.9120 -0.1719 -0.5551
H -0.9429 2.6248 -0.0035
H -2.0691 1.4030 -0.2483
```

---

Energy above the most stable structure, in eV: model a 4.644; model b 0.000

---

Model a:
One molecule with the formula C3H3NS2, computed with the ωB97M-V functional and the def2-TZVPD basis.

Calculated values
LUMO energy: -0.069 eV
2S+1: 1
Kohn-Sham gap: 8.27 eV
Structure (SMILES): C1=CSSC=N1
Total charge: 0

The geometry in XYZ format:
```
9
C3H3NS2, DFT the ωB97M-V functional and the def2-TZVPD basis
C -1.0048 -0.1352 -0.4379
C -0.1749 -1.3496 -0.3451
S 1.3883 -1.1877 0.2893
S 1.9750 0.5808 -0.4265
C 0.4141 1.4319 0.5076
N -0.6933 0.9571 0.2217
H -1.9402 -0.1042 -0.7859
H -0.7809 -2.2181 -0.3523
H 0.8168 2.0250 1.3291
```

---

Model b:
One molecule with the formula C3H3NS2, computed with the ωB97M-V functional and the def2-TZVPD basis.

Calculated values
LUMO energy: -0.921 eV
2S+1: 1
Kohn-Sham gap: 7.50 eV
Total charge: 0

The geometry in XYZ format:
```
9
C3H3NS2, DFT the ωB97M-V functional and the def2-TZVPD basis
C 3.7130 -0.5606 0.0719
C 1.2131 1.0232 0.0795
C -0.0359 0.2356 0.0190
N 4.0549 0.5642 -0.0766
S 2.4217 1.9130 -0.0229
S 2.9109 -1.8992 0.0300
H 0.0503 -0.5934 0.7761
H -0.8009 0.8021 0.5978
H -0.4413 0.1655 -1.0020
```

---

Energy above the most stable structure, in eV: model a 0.000; model b 1.055

---

Model a:
One molecule with the formula C3H3NS2, computed with the ωB97M-V functional and the def2-TZVPD basis.

Calculated values
LUMO energy: -0.066 eV
2S+1: 1
Kohn-Sham gap: 8.39 eV
Total charge: 0

The geometry in XYZ format:
```
9
C3H3NS2, DFT the ωB97M-V functional and the def2-TZVPD basis
C -0.8254 -1.2290 0.5603
C -1.4629 0.0536 0.6391
C 1.5508 0.8887 0.4153
N -0.3856 -2.2701 0.6533
S 0.0458 1.3077 0.7326
S 2.2364 -0.5825 0.0146
H -2.1921 0.2920 -0.2458
H -2.0053 0.3737 1.6639
H 3.4030 -0.3127 0.7295
```

---

Model b:
One molecule with the formula C3H3NS2, computed with the ωB97M-V functional and the def2-TZVPD basis.

Calculated values
LUMO energy: -1.187 eV
2S+1: 1
Kohn-Sham gap: 7.74 eV
Structure (SMILES): S=C1C=NCS1
Total charge: 0

The geometry in XYZ format:
```
9
C3H3NS2, DFT the ωB97M-V functional and the def2-TZVPD basis
S -2.9500 -0.4249 0.0307
C -1.3197 -0.0794 0.1454
C -0.2284 -1.0215 0.0666
N 0.9889 -0.6606 0.1468
C 1.2300 0.7159 -0.0323
S -0.5813 1.4845 0.1182
H -0.5793 -2.0966 0.0452
H 1.9347 1.3563 0.5474
H 1.5051 0.7263 -1.0681
```

---

Energy above the most stable structure, in eV: model a 2.198; model b 0.000

---

Model a:
A 2-piece molecular cluster, C2H8N4O overall, computed with the ωB97M-V functional and the def2-TZVPD basis.

Calculated values
LUMO energy (spin up / spin down): -9.349 / -8.083 eV
2S+1: 1
Kohn-Sham gap (spin up / spin down): 8.07 / 8.81 eV
Total charge: +2

The geometry in XYZ format:
```
15
C2H8N4O, DFT the ωB97M-V functional and the def2-TZVPD basis
C -0.4710 -1.3189 -0.2992
C -2.4347 0.2036 -0.2952
N -1.3347 -0.3440 -0.2110
N 0.7720 -1.0144 0.1763
N 1.2879 0.1898 0.6578
N 2.5672 0.7322 0.1785
O -3.2922 0.6072 0.5394
H -0.7921 -2.4567 -0.3565
H -3.4633 0.7450 -2.6213
H 1.3704 -1.7608 0.4175
H 1.2080 0.1978 1.6739
H 2.7010 1.8004 0.4199
H 2.4580 0.7870 -0.9261
H 3.4804 0.3505 0.2549
H -4.0568 1.2813 0.3912
```

---

Model b:
An isolated ion of composition C2H8N4O and charge +2, computed with the ωB97M-V functional and the def2-TZVPD basis.

Calculated values
LUMO energy: -7.736 eV
2S+1: 1
Kohn-Sham gap: 11.57 eV
Structure (SMILES): [NH2+]=C1NO[C@@H]([NH3+])N1
Total charge: +2

The geometry in XYZ format:
```
15
C2H8N4O, DFT the ωB97M-V functional and the def2-TZVPD basis
N -2.3960 -0.4128 0.1213
C -1.2281 0.0858 -0.1168
N -0.7633 1.2958 0.1915
O 0.5212 1.4418 -0.2271
C 0.9937 0.1642 -0.6195
N 2.0266 -0.2042 0.3979
N -0.1769 -0.6039 -0.6047
H -2.5023 -1.4755 0.1842
H -2.9228 0.0428 0.8112
H -1.2567 2.1509 0.3759
H 1.3515 0.0213 -1.5750
H 2.3728 -1.0790 0.1255
H 1.4668 -0.4327 1.2867
H 2.7995 0.4269 0.7467
H -0.2860 -1.4214 -1.0977
```

---

Energy above the most stable structure, in eV: model a 6.295; model b 0.000

---

Model a:
A 2-piece molecular cluster, C2H9N2O2 overall, computed with the ωB97M-V functional and the def2-TZVPD basis.

Calculated values
LUMO energy: -3.678 eV
2S+1: 1
Kohn-Sham gap: 11.04 eV
Total charge: +1

The geometry in XYZ format:
```
15
C2H9N2O2, DFT the ωB97M-V functional and the def2-TZVPD basis
N 1.6804 -1.8934 0.6543
C 1.3460 -0.5009 0.2729
C -0.1989 -0.4845 0.2549
N -0.8086 0.7238 0.3325
O -0.7480 -1.6171 0.2758
H 0.9385 -2.4407 0.3212
H 1.6435 -1.9987 1.7714
H 2.5773 -2.1774 0.3069
H 1.9608 0.2304 0.8065
H 1.6615 -0.4131 -0.7304
H -0.8398 1.3578 -0.4417
H -1.7606 0.6957 0.7263
H -1.7850 3.3964 -2.2341
H -1.6086 3.5996 -0.7525
O -1.2236 3.0983 -1.5068
```

---

Model b:
A 2-piece molecular cluster, C2H9N2O2 overall, computed with the ωB97M-V functional and the def2-TZVPD basis.

Calculated values
LUMO energy: -3.469 eV
2S+1: 1
Kohn-Sham gap: 11.18 eV
Total charge: +1

The geometry in XYZ format:
```
15
C2H9N2O2, DFT the ωB97M-V functional and the def2-TZVPD basis
N -1.5392 -1.5023 -1.4692
C -0.6066 -1.0491 -0.3972
C -0.6543 0.4919 -0.4370
N 0.3559 1.1012 0.2114
O -1.4342 0.9936 -1.2214
H -1.0209 -1.8721 -2.2406
H -2.1393 -2.2407 -1.1068
H -2.0258 -0.6166 -1.7333
H 0.3743 -1.5006 -0.5431
H -0.8467 -1.3770 0.6165
H 1.2509 0.7322 0.4915
H 0.0445 1.9901 0.5747
H 2.4978 2.3467 2.4960
H 3.2699 1.0682 2.5810
O 2.4737 1.4346 2.1774
```

---

Energy above the most stable structure, in eV: model a 0.480; model b 0.000

---

Model a:
A 2-piece molecular cluster, C4H9NO2S overall, computed with the ωB97M-V functional and the def2-TZVPD basis.

Calculated values
LUMO energy: 0.489 eV
2S+1: 1
Kohn-Sham gap: 9.00 eV
Total charge: 0

The geometry in XYZ format:
```
17
C4H9NO2S, DFT the ωB97M-V functional and the def2-TZVPD basis
C 1.9072 -0.8488 0.2443
C 0.3394 2.0413 0.8245
C -1.5274 -0.7897 -1.6808
C -0.1148 1.1392 -0.2953
N 1.7710 -0.8277 1.3999
O 2.3001 -0.7649 -0.8759
O -0.9345 -1.7961 0.5183
S -1.2603 0.0094 0.0031
H 0.7855 2.9835 0.4438
H 1.1806 1.6330 1.3367
H -0.2677 2.3257 1.5864
H -1.1935 -0.0024 -2.4002
H -2.4531 -1.3100 -1.7423
H -0.9375 -1.6742 -1.6610
H 0.7061 1.0112 -1.1470
H -1.3287 -1.9315 1.4026
H 1.0277 -1.1979 2.0428
```

---

Model b:
C4H9NO2S as an isolated structure, computed with the ωB97M-V functional and the def2-TZVPD basis.

Calculated values
LUMO energy: 0.540 eV
2S+1: 1
Kohn-Sham gap: 9.86 eV
Total charge: 0

The geometry in XYZ format:
```
17
C4H9NO2S, DFT the ωB97M-V functional and the def2-TZVPD basis
C 0.7929 0.6136 -0.7274
C 0.7048 -0.0772 0.3739
C 1.8858 1.5506 -0.9411
C -1.0604 -1.5601 -0.3745
N -0.3605 -0.9792 0.7719
O -2.3396 0.9417 0.4306
O -2.7121 -0.4769 2.3675
S -1.8460 0.4709 1.7422
H 0.1413 0.4821 -1.5728
H 1.6910 0.3037 1.4871
H 2.3418 1.7498 -0.0299
H 1.7019 2.6227 -1.3900
H 2.7487 1.1319 -1.5861
H -0.4163 -1.8760 -1.0850
H -1.6857 -2.5323 -0.1039
H -1.6333 -0.7150 -0.7123
H 0.0457 -1.6502 1.3498
```

---

Model c:
A 2-piece molecular cluster, C4H9NO2S overall, computed with the ωB97M-V functional and the def2-TZVPD basis.

Calculated values
LUMO energy: 0.493 eV
2S+1: 1
Kohn-Sham gap: 8.44 eV
Total charge: 0

The geometry in XYZ format:
```
17
C4H9NO2S, DFT the ωB97M-V functional and the def2-TZVPD basis
C 1.7030 0.4567 -1.7866
C 0.3115 0.8401 -1.6555
C 1.1090 1.6466 -1.0525
C 0.3311 -1.1735 1.7630
N -0.8993 0.5856 -2.1149
O -2.0351 -0.7555 0.4069
O -2.0137 -0.7301 2.9402
S -1.2351 -0.2217 1.5187
H 2.0952 -0.4888 -1.1714
H 2.1967 0.6532 -2.7796
H -2.0032 0.0148 3.5611
H 1.4986 2.6404 -0.7845
H 0.1390 -1.6091 2.7130
H 0.3179 -1.9517 1.0150
H 1.2707 -0.5690 1.6994
H -1.6146 1.0736 -1.7419
H -1.1717 -0.4117 -2.5305
```

---

Model d:
One molecule with the formula C4H9NO2S, computed with the ωB97M-V functional and the def2-TZVPD basis.

Calculated values
LUMO energy: 0.679 eV
2S+1: 1
Kohn-Sham gap: 9.16 eV
Structure (SMILES): CN[C@@H](CS)C(=O)O
Total charge: 0

The geometry in XYZ format:
```
17
C4H9NO2S, DFT the ωB97M-V functional and the def2-TZVPD basis
C -1.0177 0.0383 1.9588
N -0.1112 0.2846 0.8640
C -0.0213 -0.5388 -0.2952
C -0.1835 0.2380 -1.6617
S -0.8545 1.9031 -1.5693
C 1.4394 -1.0704 -0.3479
O 1.7716 -2.2207 -0.2304
O 2.2798 -0.0229 -0.3688
H -1.2500 -1.0204 2.0251
H -0.6274 0.4808 2.8795
H -1.9567 0.6023 1.8421
H 0.1645 1.2439 0.7220
H -0.7246 -1.3558 -0.2521
H -0.8878 -0.3756 -2.2375
H 0.6890 0.2658 -2.3002
H -1.9188 1.8282 -0.7569
H 3.2091 -0.2805 -0.2717
```

---

Energy above the most stable structure, in eV: model a 2.679; model b 2.945; model c 3.673; model d 0.000